Below is C33H49GeIrN4OPS2 as an isolated structure, with properties calculated with wB97M-V/def2-TZVPD.

Last column: Löwdin charge in e.
CARTESIAN COORDINATES (ANGSTROEM)
Ir1 -1.254 -1.100 0.485  0.65
C1 -3.107 1.679 -4.083  -0.05
C2 -2.792 0.191 -4.093  -0.22
N1 -1.373 -0.107 -3.829  -0.09
C3 -0.476 -0.174 -5.011  -0.16
C4 0.295 1.115 -5.238  -0.05
C5 -0.865 -0.289 -2.624  -0.57
S1 -2.112 -0.196 -1.316  0.73
N2 0.428 -0.532 -2.520  0.14
C6 1.123 -0.841 -1.436  -0.41
O1 0.691 -0.906 -0.232  -0.28
C7 2.550 -1.143 -1.645  -0.16
C8 3.212 -0.673 -2.782  -0.02
C9 4.540 -0.996 -2.987  -0.04
C10 5.203 -1.823 -2.085  -0.04
C11 4.543 -2.310 -0.964  -0.07
C12 3.223 -1.957 -0.732  -0.02
H1 -4.177 1.824 -4.228  0.09
H2 -2.590 2.201 -4.886  0.08
H3 -2.824 2.139 -3.135  0.07
H4 -3.021 -0.243 -5.064  0.13
H5 -3.409 -0.347 -3.373  0.08
H6 -1.114 -0.402 -5.862  0.13
H7 0.205 -1.007 -4.862  0.12
H8 -0.362 1.945 -5.494  0.07
H9 0.991 0.974 -6.065  0.09
H10 0.869 1.376 -4.349  0.05
H11 2.679 -0.057 -3.493  0.11
H12 5.059 -0.626 -3.862  0.12
H13 6.233 -2.100 -2.268  0.12
H14 5.050 -2.977 -0.279  0.12
H15 2.703 -2.338 0.137  0.12
C13 -3.688 -3.572 -0.727  -0.13
C14 -3.734 -3.356 0.786  -0.36
P1 -3.341 -1.661 1.321  0.75
C15 -3.384 -1.712 3.140  -0.38
C16 -2.419 -2.740 3.739  -0.13
C17 -4.734 -0.634 0.753  -0.39
C18 -6.027 -0.809 1.551  -0.11
H16 -3.986 -4.592 -0.960  0.09
H17 -2.682 -3.427 -1.126  0.05
H18 -4.365 -2.905 -1.261  0.07
H19 -3.034 -4.026 1.288  0.09
H20 -4.726 -3.589 1.184  0.10
H21 -4.410 -1.938 3.437  0.10
H22 -3.170 -0.706 3.507  0.06
H23 -2.783 -3.756 3.595  0.08
H24 -2.320 -2.583 4.812  0.09
H25 -1.418 -2.675 3.305  0.05
H26 -4.892 -0.902 -0.295  0.07
H27 -4.415 0.410 0.749  0.05
H28 -6.323 -1.856 1.626  0.08
H29 -6.839 -0.282 1.052  0.09
H30 -5.941 -0.407 2.559  0.07
C19 -1.954 2.595 4.944  -0.01
N3 -1.450 1.468 4.141  0.00
C20 -1.594 1.227 2.850  -0.70
S2 -0.428 0.072 2.191  0.68
N4 -2.452 1.819 2.046  0.01
C21 -3.569 2.714 2.378  -0.01
H31 -1.290 2.705 5.796  0.11
H32 -2.960 2.405 5.312  0.10
H33 -1.925 3.515 4.368  0.10
H34 -0.855 0.815 4.631  0.13
H35 -2.315 1.607 1.068  0.09
H36 -4.039 2.409 3.308  0.09
H37 -4.305 2.629 1.583  0.10
H38 -3.247 3.751 2.440  0.10
Ge1 2.957 1.457 1.191  1.26
C22 3.995 0.313 2.244  -0.36
C23 5.094 -0.378 1.709  -0.10
C24 5.904 -1.121 2.546  -0.04
C25 5.620 -1.185 3.907  -0.02
C26 4.532 -0.509 4.446  -0.05
C27 3.714 0.238 3.619  -0.11
C28 3.397 2.056 -0.537  -0.37
C29 4.738 2.123 -0.929  -0.09
C30 5.070 2.717 -2.137  -0.04
C31 4.073 3.227 -2.954  -0.03
C32 2.735 3.158 -2.572  -0.06
C33 2.393 2.582 -1.365  -0.12
H39 1.840 2.191 1.915  -0.02
H40 5.308 -0.338 0.648  0.08
H41 6.760 -1.648 2.148  0.12
H42 6.260 -1.767 4.557  0.13
H43 4.334 -0.562 5.508  0.12
H44 2.874 0.780 4.038  0.09
H45 5.525 1.731 -0.298  0.10
H46 6.107 2.790 -2.435  0.13
H47 4.337 3.699 -3.892  0.13
H48 1.971 3.580 -3.211  0.11
H49 1.352 2.552 -1.058  0.10

- energy relative to the best compared isomer or geometry (same formula, charge and spin) (kJ/mol) = 0.0
- Kohn-Sham gap (spin up / spin down) (eV) = 6.081 / 6.081
- highest occupied orbital energy (spin up / spin down) (eV) = -16.05 / -16.05
- lowest unoccupied orbital energy (spin up / spin down) (Eh) = -0.3665 / -0.3665
- net charge = +3